Below is a structure of composition C21H21CdF3N3O9PSTe, with properties calculated with ωB97M-V/def2-TZVPD.

## Properties
* F_max: 1.53 eV Å⁻¹
* ΔE to the lowest compared entry with this formula, charge and spin: 14.3 kcal per mole
* E_HOMO: -0.0595 Eh
* gap between HOMO and LUMO: 6.008 eV
* DFT total energy: -3129.51416 a.u.
* charge: -2

Cartesian coordinates (Å):
Cd (-0.238, 0.404, 0.241)
O (-2.692, 4.237, -1.268)
C (-2.024, 3.230, -0.659)
O (-1.563, 2.315, -1.277)
C (-1.892, 3.416, 0.814)
C (-2.410, 4.514, 1.484)
C (-2.206, 4.599, 2.854)
C (-1.508, 3.593, 3.496)
C (-1.028, 2.526, 2.740)
N (-1.218, 2.454, 1.435)
C (-0.247, 1.367, 3.393)
O (-0.128, 1.427, 4.627)
O (0.196, 0.496, 2.605)
H (-2.716, 3.999, -2.204)
H (-2.957, 5.269, 0.939)
H (-2.583, 5.452, 3.408)
H (-1.319, 3.590, 4.560)
F (-1.291, -1.386, -5.896)
C (-0.165, -1.976, -5.450)
F (-0.178, -3.228, -6.030)
F (0.879, -1.345, -6.036)
C (-0.063, -2.098, -3.966)
C (0.119, -3.357, -3.435)
C (0.188, -3.517, -2.061)
C (0.050, -2.385, -1.276)
N (-0.116, -1.153, -1.751)
C (-0.149, -0.940, -3.110)
S (-0.226, 0.626, -3.723)
H (0.210, -4.214, -4.091)
H (0.325, -4.490, -1.607)
H (0.087, -2.473, -0.200)
C (3.576, -0.533, -2.800)
C (4.171, -1.103, -1.523)
O (4.241, -0.152, -0.459)
P (2.865, 0.127, 0.390)
O (2.053, -1.113, 0.459)
Te (1.824, 2.101, -0.434)
O (3.559, 0.493, 1.804)
C (3.210, -0.206, 3.010)
C (4.461, -0.837, 3.599)
H (3.608, -1.297, -3.581)
H (4.128, 0.346, -3.136)
H (2.536, -0.239, -2.648)
H (5.200, -1.432, -1.699)
H (3.584, -1.967, -1.203)
H (2.459, -0.962, 2.802)
H (2.774, 0.511, 3.704)
H (4.878, -1.568, 2.903)
H (4.205, -1.337, 4.535)
H (5.215, -0.072, 3.794)
O (-4.173, 1.411, 0.435)
C (-3.772, 0.284, 0.699)
C (-4.752, -0.822, 1.144)
C (-3.868, -2.048, 1.289)
C (-2.458, -1.473, 1.111)
O (-1.438, -2.116, 1.302)
N (-2.498, -0.180, 0.701)
H (-5.549, -0.918, 0.407)
H (-5.201, -0.513, 2.089)
H (-4.028, -2.784, 0.499)
H (-3.950, -2.554, 2.251)

Results of the Löwdin charge analysis, in e, for atoms 1 through 4: atom 1 (Cd): 1.268, atom 2 (O): 0.096, atom 3 (C): -0.497, atom 4 (O): -0.019